12
Properties=species:S:1:pos:R:3 method="wB97M-V/def2-TZVPD" homo_lumo_gap_ha="0.246 / 0.247" spin_multiplicity=7 max_force_ev_per_a=6.26 e_lumo_ev="-3.50 / -6.86" relative_energy_kcal_mol=0.0 homo_ha="-0.3741 / -0.4988" total_charge=+1
O 3.590 -0.707 -2.176
C 2.924 0.159 -1.552
C 1.654 0.381 -2.269
C 0.435 0.516 -1.415
C -0.060 -0.480 -0.649
O -1.123 -0.433 0.119
Dy -2.700 0.762 1.596
H 2.829 0.031 -0.453
H 1.800 1.260 -2.917
H -0.091 1.477 -1.431
H 0.486 -1.440 -0.623
H 1.981 -0.624 -2.998